Entry 1:
The following is a quantum chemistry calculation of a molecular structure, C27H56Ca2NO12P at a distorted geometry, from the Open Molecules 2025 dataset.

```
! RIJCOSX wB97M-V def2-TZVPD def2/J DEFGRID3
* xyz 0 1
C 2.84151 -1.79446 3.01963
H 2.51728 -3.44756 0.04495
O 1.30482 4.44526 5.44910
C 0.96907 -4.67038 -0.92299
O 2.13995 -0.29804 -2.92469
C -3.22323 0.31065 3.62134
C -0.79046 5.49355 -3.43284
C 2.79612 0.94652 -3.10594
C -3.65217 -1.74581 -2.28266
Ca -0.99816 2.42914 3.10796
O 2.15264 1.93256 -0.01274
H -5.12070 1.24088 4.04513
H -0.05759 -0.43466 2.77324
C -2.39381 -0.05881 1.35997
C -1.84313 -0.47070 -2.92184
H 1.07415 0.43240 -5.51233
H -3.20709 0.59146 -0.50561
O -1.08220 5.33528 -2.05147
C 2.01347 -0.98743 -4.16490
H 0.78215 -5.68435 0.97654
H -0.13168 2.39304 -2.68022
H -0.48081 -2.67001 3.45561
H 2.35636 0.26084 2.53544
C 3.12772 -0.12122 4.59836
O 2.75073 3.36711 3.61494
H 2.56697 -0.25479 -6.16725
H 0.88117 -1.89143 0.89010
O 0.41228 1.89138 1.24303
H 2.12903 -0.21849 5.03228
H -2.09855 -2.45968 -0.98779
C 1.63316 -3.34984 -0.58870
Ca 2.12737 3.74553 1.56263
O -3.24003 -0.62762 -3.07198
C -0.83733 3.16124 -3.00616
H -1.60961 2.64176 -3.57319
C -1.35846 3.95315 -1.80854
H 1.26046 0.47484 -1.22877
H 3.53590 0.84283 4.89212
H -0.71725 -0.20055 4.30565
H -0.18344 6.39018 -3.57495
H -3.14546 -0.86064 1.36793
H 3.24555 -3.15872 4.69895
N -2.03070 0.33371 2.73082
C -0.10670 4.20957 -3.85999
H -0.80265 3.68375 -0.91196
H -2.42899 3.76704 -1.69312
H 3.05013 -2.20532 2.03056
C -2.36020 -2.56218 -2.04378
C -4.42950 1.13680 3.20676
C -2.87630 1.04839 0.42880
H -1.56829 -0.00118 -1.96780
H -4.98477 0.59867 2.43830
H -1.94124 -2.21552 4.32104
H 1.87208 -2.77052 -1.48112
C 0.52463 -2.69420 0.24696
H 3.95583 1.09321 -4.89515
H -4.38084 -2.28103 -2.88931
O -0.03492 -3.74607 1.01166
H -0.31000 -1.98906 -2.57021
H -3.58472 -0.72288 3.65498
O 0.55964 4.05349 3.19602
H -1.34840 -2.32544 -3.96863
C 1.03444 1.42296 0.25887
H -4.08532 -1.46205 -1.32208
H 4.10214 -0.06901 2.68336
H 0.29768 -4.54572 -1.77365
C 3.71958 -2.33382 4.16496
O 3.96925 -1.20937 5.00100
H -0.17529 4.03018 -4.93407
H 3.77205 0.98591 -2.62526
C -1.36198 -2.03136 3.41428
C 2.90267 1.20651 -4.62327
H -2.39715 -3.63717 -2.22871
H 2.60142 2.20198 -4.94032
H -1.92851 -2.43278 2.57249
H -1.71284 5.69405 -3.99312
H -3.71263 1.60086 0.85038
H 2.88283 -1.64406 -4.29128
C -1.00605 -0.54980 3.30858
C -1.32474 -1.90577 -2.96354
H -0.71547 -5.52945 0.10230
H -2.92264 0.59469 4.63475
H 1.79319 -1.96799 3.28208
H -0.16803 -2.26914 -0.49227
C 3.11431 -0.29684 3.08681
H 4.66486 -2.68446 3.74086
H 1.09995 -1.57146 -4.20527
H 1.69948 -5.45422 -1.12646
H -1.48186 0.18493 -3.71509
H -2.09141 1.75624 0.15134
P 1.40022 3.39817 4.36303
H -4.22538 2.16457 2.89529
H 0.95952 4.16353 -3.62683
C 2.07951 0.09107 -5.25660
H -1.51244 -0.52928 0.91551
O 0.53624 0.48528 -0.56224
C 0.19485 -4.98464 0.37479
H 2.18358 1.76879 -2.72000
O 0.59315 2.07299 4.54525
*
```

Its strongest force on any atom is 0.0754 Eh/bohr. Its energy above the lowest of the compared OMol25 structures with the same formula, charge and spin is 47.5 kcal per mole. For the HOMO-LUMO gap, the calculation gives 6.5 eV.

These are the Mulliken partial charges, in e, on atoms 1 to 6: 0.690, 0.403, -0.805, -0.621, -0.340, -0.695


Entry 2:
The following is a quantum chemistry calculation of 13 unconnected molecules or ions with the total composition C27H56N10O29 at a distorted geometry, from the Open Molecules 2025 dataset.

```
! RIJCOSX wB97M-V def2-TZVPD def2/J DEFGRID3
* xyz 0 1
H 2.05064 -4.71376 4.74586
H 2.35555 -1.43113 -1.84131
H 1.30562 -0.55835 -6.85048
H 1.03318 3.09693 -3.60270
O 1.49879 -1.97819 5.10071
O -2.68194 -4.99307 0.04168
C -4.77135 0.43917 2.30293
O 0.13713 -4.47491 -2.85367
C 3.29558 -6.41642 -4.64610
C -3.49352 0.25370 -3.66773
H 3.57436 -6.51070 -5.68817
H 2.83451 -3.43130 3.81859
C -4.19575 6.00219 -2.44216
O -1.91483 0.65865 4.13451
O -3.64708 0.21608 -1.33952
C 3.26667 -1.29338 -2.40634
C -0.41384 -0.84130 -0.93122
O -2.70009 0.01805 6.03321
H 2.23214 -6.67201 -4.63161
O -4.54860 3.66562 -3.61440
H 2.66193 1.60167 3.82336
O 0.32324 -1.46784 -4.29332
O 5.56213 0.25697 -0.82844
O 5.31913 0.14057 4.58613
N 0.98268 -2.91260 4.50762
N -3.44006 -0.43260 -2.32945
H -0.06544 2.37692 -4.81342
C 0.37407 0.92968 0.49784
H -4.24341 1.05013 -3.65981
O 4.37078 0.19874 2.62689
H -0.07279 1.78582 -3.13415
N -2.02341 -5.14168 1.03530
H 4.30472 -4.78390 -3.65468
H -1.61158 -1.12167 2.27931
H -2.06330 -4.93248 3.18010
H -1.84380 -2.21493 0.00611
H 1.21630 5.20618 4.27622
C 1.01987 -4.52209 -3.84855
H 3.84439 1.52494 0.61850
H 1.42229 -4.45407 3.16816
C 0.28737 0.34336 -0.75834
H 2.24049 3.65802 5.86141
H -4.99397 5.50298 -1.91981
H -2.43396 2.47584 1.00721
H -4.55591 6.39652 -3.38951
O -0.95383 -0.24650 -5.53930
H -0.41891 -1.31079 -1.91143
H -0.93292 4.04568 -2.32383
H -3.32623 -5.93684 2.40254
C 1.46000 4.31361 6.22963
H -1.85456 -4.50471 -2.22207
H 3.77115 -7.08500 -3.92336
C 0.69910 -1.42511 -6.58367
H 1.90928 5.13447 6.78605
O 2.29744 0.60870 -3.35811
C -1.93645 3.31981 1.44553
H -0.29602 0.84223 2.59663
O 3.48374 -0.70374 -4.60325
O -4.23312 -1.82681 2.51270
H -4.48741 0.37240 1.25942
N 1.14862 2.19327 0.64561
H 1.26982 -2.31003 -6.30792
H 3.26125 -4.36387 -5.11682
H -3.54999 -0.49823 -4.44011
C -2.69811 -5.08187 2.33544
N 4.52067 0.56049 3.76988
N 5.76143 1.29604 -0.25351
H 0.79527 3.77454 6.90323
H 0.84141 0.84231 -1.55236
C -0.98914 4.01509 3.36193
H -0.01883 5.50743 5.53884
O -3.07055 5.07110 -2.64084
N 2.98746 -0.39803 -3.53107
H 3.67072 1.61401 5.40320
H -1.01673 3.53691 0.89042
C -0.24930 0.34557 1.62330
N -1.82483 0.46596 5.31996
C -1.02578 -0.81558 1.40184
C 3.64061 1.65449 4.28842
O -2.41170 3.19252 -3.54986
O 0.81989 -4.38593 -5.02308
N -5.09068 -0.99152 2.70918
O -0.11138 3.69667 4.37639
O -0.20647 -3.03459 4.37827
H -2.51401 0.64658 -3.85305
O -1.49447 3.00608 2.76314
O 6.82497 1.63984 0.18215
H 3.83246 -2.15338 -2.72447
O 2.28111 -4.64351 -3.31494
H -2.51013 4.21405 1.53412
O -0.85687 -5.36157 1.06777
C 0.57904 4.77541 5.03876
C 0.01412 2.66466 -3.77968
H -1.57468 -4.91499 -3.91419
C -1.15974 -1.37668 0.13761
H 3.92531 -0.71015 -1.73698
C -1.26348 -4.24088 -3.12825
C -0.49508 0.72642 5.95904
N -0.03912 -1.03110 -5.35113
H -0.08082 1.54431 5.37026
C 4.49038 2.11562 -0.00526
H -0.58658 0.99042 7.01477
O -6.13550 -1.24294 3.28077
O 1.31569 2.89305 -0.31635
O -1.13524 5.21415 3.10038
O -3.17977 -1.60803 -2.32009
H -5.59477 1.09703 2.53673
H 0.01056 -1.66592 -7.38087
H -3.37130 -4.21274 2.24610
C 1.88149 -3.96103 3.97075
H -0.91646 4.61902 -3.93757
H -3.74762 6.70400 -1.79407
H 4.07026 2.60578 3.94550
C -3.41625 3.97417 -3.29196
H -3.92879 0.75396 2.88094
O 1.62184 2.41117 1.78027
H 0.10185 -0.19905 5.83040
C -1.06217 3.72163 -3.34358
H 4.08857 2.20583 -1.00998
H -1.53886 -3.25266 -3.50106
H 4.76663 3.04429 0.47912
C 3.36360 -4.97731 -4.21965
*
```

Its strongest force on any atom is 0.1120 Eh/bohr. For the HOMO-LUMO gap, the calculation gives 9.1 eV.

These are the Mulliken partial charges, in e, on atoms 1 to 6: 0.296, 0.113, 0.305, 0.410, -0.561, -0.578